Formula: C26H68N4O8
Source: OMol25
Level of theory: the ωB97M-V functional and the def2-TZVPD basis

The total charge is 0. As for the energy above the lowest of the compared OMol25 structures with the same formula, charge and spin: 89.5 kcal per mole. The spin multiplicity is 1. For the total energy, the calculation gives -50397.248 eV.

Atoms and positions in Å:
1 C -0.253755 0.673389 -1.054186
2 O -0.880528 0.546481 0.245601
3 C -0.550216 1.681675 1.080631
4 C 0.759363 1.488527 1.884557
5 C 0.851320 0.229017 2.669289
6 N 1.034632 2.585383 2.800191
7 H 0.640763 1.296208 -1.059931
8 H -0.814703 1.196510 -1.828650
9 H -0.084772 -0.309093 -1.494962
10 H -0.565974 2.710632 0.721320
11 H -1.365176 1.782155 1.797453
12 H 1.569120 1.408481 1.159307
13 H 0.701697 -0.594472 1.971018
14 H 0.102285 0.034449 3.436879
15 H 1.760185 0.142648 3.264774
16 H 2.029139 2.580410 2.976317
17 H 1.021300 3.511121 2.396557
18 C 2.114430 5.854227 -0.690084
19 O 1.170562 6.536060 0.007380
20 C -0.068625 6.678840 -0.638858
21 C -1.162324 7.360383 0.227793
22 C -1.166199 6.872472 1.652586
23 N -2.432555 7.243757 -0.505276
24 H 2.326242 6.367319 -1.628152
25 H 1.873143 4.811847 -0.898268
26 H 3.063435 5.899824 -0.155845
27 H -0.002082 7.188375 -1.600136
28 H -0.336415 5.638587 -0.823913
29 H -0.723030 8.345053 0.068006
30 H -1.647281 7.560436 2.347827
31 H -0.150148 6.950397 2.039475
32 H -1.594183 5.872242 1.719438
33 H -3.177857 7.219848 0.175949
34 H -2.692114 8.099397 -0.974974
35 C 2.011682 -3.283828 -7.165322
36 O 2.983716 -2.283582 -7.140703
37 C 4.313792 -2.695862 -7.233566
38 C 5.127885 -1.816153 -6.354938
39 N 4.650639 -2.063648 -4.960186
40 C 4.908055 -3.385375 -4.454463
41 C 4.475378 -3.457031 -2.985788
42 O 3.131800 -3.084017 -2.823749
43 C 2.776683 -2.819920 -1.477124
44 H 1.920007 -3.866058 -6.248419
45 H 2.073393 -3.987363 -7.995581
46 H 1.067233 -2.861497 -7.508462
47 H 4.804494 -2.825597 -8.198184
48 H 4.329753 -3.768702 -7.041577
49 H 4.818577 -0.887965 -6.835450
50 H 6.148732 -2.132723 -6.568874
51 H 3.655628 -1.908439 -5.037469
52 H 5.955831 -3.587144 -4.677099
53 H 4.296984 -4.158675 -4.919961
54 H 5.131731 -2.857844 -2.354708
55 H 4.548263 -4.463178 -2.572937
56 H 1.705629 -3.002214 -1.389362
57 H 3.037146 -1.833287 -1.093975
58 H 3.176626 -3.490868 -0.716876
59 C -2.175991 -3.686782 5.912210
60 O -1.370278 -3.908365 4.806495
61 C -2.024753 -4.160539 3.540143
62 C -3.055298 -3.072860 3.152760
63 N -4.458254 -3.529213 3.278226
64 C -5.381839 -2.345702 3.371747
65 C -6.861505 -2.818981 3.397770
66 O -7.207291 -3.213166 2.027830
67 C -8.552516 -3.521492 1.927054
68 H -2.156541 -2.603476 6.031284
69 H -1.566315 -4.136834 6.695691
70 H -3.212810 -4.012283 5.827596
71 H -2.450477 -5.163756 3.559962
72 H -1.214979 -4.123379 2.811447
73 H -2.837415 -2.895382 2.099610
74 H -2.846930 -2.136164 3.669759
75 H -4.667561 -4.003048 2.411178
76 H -5.191125 -1.606417 2.593815
77 H -5.213925 -1.896150 4.350425
78 H -7.405929 -1.933395 3.725530
79 H -7.051678 -3.578156 4.156449
80 H -9.162280 -2.619746 1.982999
81 H -9.051137 -4.309600 2.491306
82 H -8.516793 -3.809580 0.876421
83 C 4.976129 6.384038 3.366334
84 C 6.045274 5.401900 2.984566
85 C 7.367097 5.579376 3.676678
86 O 5.588729 4.099665 3.318544
87 H 5.087349 7.401163 2.990573
88 H 5.043970 6.417986 4.453692
89 H 4.023045 6.001358 3.001247
90 H 6.213442 5.485628 1.910871
91 H 7.364635 5.410048 4.753440
92 H 7.752316 6.578680 3.473973
93 H 8.090759 4.846161 3.320563
94 H 6.029362 3.695802 4.069766
95 C -3.044408 -4.182169 -2.588444
96 C -4.457446 -4.119828 -2.085528
97 C -5.389773 -4.739806 -3.183719
98 O -4.480850 -4.897300 -0.864689
99 H -2.935822 -3.543615 -3.465118
100 H -2.571141 -5.144188 -2.785000
101 H -2.425445 -3.703754 -1.829422
102 H -4.768853 -3.103737 -1.843288
103 H -5.621759 -4.071000 -4.012568
104 H -6.361366 -4.787949 -2.692003
105 H -4.941876 -5.646272 -3.590910
106 H -5.349085 -5.219336 -0.611603

Atoms 1-2, force components in eV/Å:
-0.182 0.078 -0.201
1.088 1.932 -1.017



Formula: C26H68O28S5
Source: OMol25
Level of theory: the ωB97M-V functional and the def2-TZVPD basis

The total charge is 0. As for the energy above the lowest of the compared OMol25 structures with the same formula, charge and spin: 0.0 kcal per mole. The spin multiplicity is 1. For the total energy, the calculation gives -139563.334 eV.

Atoms and positions in Å:
1 C 1.071138 -0.622078 -5.158451
2 C 1.869981 0.649615 -5.223868
3 O 2.149577 1.242629 -3.846013
4 H 0.085517 -0.479532 -4.761858
5 H 1.670918 -1.390762 -4.656878
6 H 0.954654 -0.952870 -6.168978
7 H 1.327434 1.400439 -5.784860
8 H 2.817404 0.443468 -5.755446
9 H 1.363051 1.205656 -3.304467
10 C 3.001528 3.866447 3.481223
11 C 3.474870 2.395827 3.232764
12 O 2.682347 1.681466 2.289637
13 H 3.217049 4.496106 2.612554
14 H 3.512883 4.301742 4.303246
15 H 1.891460 3.889351 3.688674
16 H 3.378380 1.753529 4.175797
17 H 4.468768 2.365939 2.912137
18 H 2.920769 2.065469 1.397459
19 C 1.807753 4.625586 -0.467518
20 C 2.537777 3.398674 -1.101093
21 O 3.364751 2.695405 -0.055392
22 H 1.352215 4.335381 0.522417
23 H 0.968356 4.929429 -1.095108
24 H 2.549641 5.407536 -0.209793
25 H 3.198880 3.729602 -1.882203
26 H 1.828695 2.656590 -1.443397
27 H 3.976681 2.122649 -0.534196
28 C 6.493230 0.362291 -0.788085
29 C 5.736678 0.790139 -2.005479
30 O 4.382091 0.479151 -1.731373
31 H 6.288446 1.002456 0.093879
32 H 7.566992 0.459351 -0.933921
33 H 6.194998 -0.701817 -0.621843
34 H 6.128588 0.127895 -2.747683
35 H 5.868782 1.867543 -2.269081
36 H 3.856568 0.817676 -2.497590
37 C -1.891348 2.501560 -4.585975
38 C -1.582851 2.902028 -3.153057
39 O -0.160544 2.718923 -2.892342
40 H -1.062573 2.947814 -5.207526
41 H -2.843477 2.948846 -4.874199
42 H -1.927103 1.397836 -4.728040
43 H -2.192603 2.463519 -2.401435
44 H -1.760608 4.015924 -3.065142
45 H 0.360383 3.535540 -2.988932
46 C -3.699490 -4.399657 3.522235
47 C -3.313944 -2.916393 3.374954
48 O -3.205367 -2.438093 2.060366
49 H -3.989625 -4.620979 4.556310
50 H -2.950776 -5.103738 3.152770
51 H -4.586846 -4.501594 2.898106
52 H -2.279820 -2.627233 3.685354
53 H -4.063684 -2.292541 3.882429
54 H -4.031184 -2.694948 1.539615
55 C 2.553942 -4.079605 2.047384
56 C 3.471451 -2.957029 2.657617
57 O 3.113724 -1.816068 1.924961
58 H 2.899092 -4.352002 1.053955
59 H 1.546750 -3.637305 2.126315
60 H 2.637526 -4.933833 2.712839
61 H 4.568269 -3.181732 2.634398
62 H 3.251330 -2.922180 3.731373
63 H 3.437173 -0.941457 2.290872
64 C 4.426366 -4.258597 -2.494702
65 C 3.020143 -4.516610 -2.118432
66 O 2.907945 -5.769210 -1.446274
67 H 4.435101 -3.346612 -3.137139
68 H 4.811161 -5.110575 -3.082260
69 H 5.106285 -4.182765 -1.627578
70 H 2.447066 -4.575637 -3.009007
71 H 2.477844 -3.756431 -1.491762
72 H 1.998033 -6.071832 -1.465330
73 C -0.564290 0.669880 3.909081
74 C 0.578821 -0.041707 4.564066
75 O 0.293620 0.251785 6.022110
76 S -1.221912 0.646492 6.296225
77 O -1.275318 2.058231 6.517876
78 O -1.792024 -0.251423 7.221308
79 O -1.748448 0.355784 4.818300
80 H -0.873237 0.258757 2.979087
81 H -0.446664 1.735148 3.807068
82 H 1.497806 0.404198 4.224181
83 H 0.625172 -1.065794 4.473399
84 C -3.786527 4.815461 2.188170
85 C -2.599315 4.218667 1.451899
86 O -3.093216 3.921972 0.133496
87 S -4.603224 4.269386 0.000041
88 O -5.322194 3.081146 0.381072
89 O -4.701735 4.910424 -1.237257
90 O -4.597789 5.358537 1.161076
91 H -3.492813 5.596065 2.910306
92 H -4.332523 4.105127 2.770039
93 H -2.191280 3.294768 1.945447
94 H -1.668605 4.784108 1.337549
95 C 0.344338 -1.048744 1.092627
96 C 1.113273 -0.923750 -0.292907
97 O 0.514675 0.251157 -0.808324
98 S -0.862675 0.659467 -0.195286
99 O -1.855934 0.449895 -1.205014
100 O -0.776808 1.887738 0.534399
101 O -0.955941 -0.535154 0.740456
102 H 0.862456 -0.513145 1.857555
103 H 0.075216 -2.068716 1.426073
104 H 0.926908 -1.745803 -0.976752
105 H 2.179078 -0.788903 -0.163238
106 C -2.804104 -3.007769 -1.558073
107 C -2.682665 -2.337752 -2.974551
108 O -1.898266 -3.238914 -3.843776
109 S -1.003381 -4.054654 -2.809971
110 O -0.068294 -3.229969 -2.193076
111 O -0.609339 -5.260256 -3.396082
112 O -2.074550 -4.284991 -1.641687
113 H -3.846654 -3.235804 -1.410321
114 H -2.284294 -2.430191 -0.794134
115 H -2.249074 -1.373950 -2.929608
116 H -3.706531 -2.399734 -3.363922
117 C -4.795453 0.252403 -0.180106
118 C -6.318831 0.521786 -0.081890
119 O -6.886362 -0.759300 0.144319
120 S -6.050381 -1.941858 -0.471908
121 O -6.624878 -2.213444 -1.778931
122 O -5.834853 -2.866424 0.595417
123 O -4.684520 -1.149838 -0.620119
124 H -4.219521 0.189618 0.715093
125 H -4.253197 0.858587 -0.948033
126 H -6.744718 1.049838 -0.947081
127 H -6.495618 1.066248 0.856381

Atoms 1-2, force components in eV/Å:
1.105 -0.074 0.079
0.127 0.763 1.761



no.,highest occupied orbital energy (eV)
1,-8.56
2,-9.94